1.
Density functional theory data (ωB97M-V/def2-TZVPD) for C7H9Cl9N2 as an isolated structure at a distorted geometry.

Computed properties:
Gap between HOMO and LUMO (eV): 10.3

XYZ file:
```
27
C7H9Cl9N2 | the Open Molecules 2025 dataset | ωB97M-V/def2-TZVPD
C -15.12118 15.90408 -19.10440
C -16.04713 15.23482 -18.19890
N -16.77757 14.72279 -17.50018
H -14.22938 15.28310 -19.01972
H -14.97726 16.93813 -18.79114
H -15.48904 15.84006 -20.12844
C -10.85842 18.71808 -18.77978
C -11.36699 19.76797 -19.62880
N -11.77719 20.62781 -20.30220
H -9.78484 18.80418 -18.61208
H -11.17985 17.70862 -19.03625
H -11.28404 18.65909 -17.77805
C -12.75099 15.71835 -17.03155
Cl -12.52700 17.04550 -18.15200
Cl -12.22913 14.24592 -17.95359
Cl -14.51250 15.68943 -16.67402
H -12.22706 15.79282 -16.07862
C -16.61476 17.31995 -15.88927
Cl -16.03388 18.94974 -16.26823
Cl -18.37562 16.91475 -16.04376
Cl -16.07084 16.88542 -14.27758
H -16.03476 16.64201 -16.51544
C -11.53755 14.82554 -13.00518
Cl -12.76624 13.45067 -13.09091
Cl -11.18453 15.43817 -14.65098
Cl -10.00344 14.15162 -12.27248
H -11.94821 15.70085 -12.50191
```

=====

2.
Density functional theory data (ωB97M-V/def2-TZVPD) for a 2-piece molecular cluster, C3H4N2O overall.

Computed properties:
Gap between HOMO and LUMO (eV): 9.7
SMILES string: C=C=N.N=C=O

XYZ file:
```
10
C3H4N2O | the Open Molecules 2025 dataset | ωB97M-V/def2-TZVPD
N -1.31063 0.98302 -0.17512
C -1.52162 0.04326 0.57693
O -1.66187 -0.86672 1.29420
C 1.19360 -1.02245 0.38956
C 1.30841 -0.07396 -0.50944
N 1.36282 0.82908 -1.33562
H -2.04966 1.60723 -0.45104
H 0.45182 1.30692 -1.32328
H 1.43446 -0.82207 1.42653
H 0.81911 -2.00024 0.11182
```

=====

3.
Density functional theory data (ωB97M-V/def2-TZVPD) for a 2-piece molecular cluster, C5H14 overall at a distorted geometry.

Computed properties:
Gap between HOMO and LUMO (eV): 12.4
SMILES string: CCC.CC

XYZ file:
```
19
C5H14 | the Open Molecules 2025 dataset | ωB97M-V/def2-TZVPD
C 1.28538 0.51913 0.82617
C 0.89675 1.87035 0.26421
C 1.25359 0.42838 2.35732
H 0.60655 -0.21821 0.40739
H 2.30743 0.25375 0.55038
H -0.18633 1.93341 0.10365
H 0.37993 0.85959 2.85988
H 1.26636 -0.61441 2.67005
H 2.07443 1.04268 2.73579
H 1.26900 2.74752 0.78704
H 1.19861 1.92754 -0.79107
C -1.39079 -1.35504 -2.35112
C -1.70773 -1.33897 -0.85048
H -1.45887 -2.35031 -2.77684
H -2.06286 -0.66545 -2.86764
H -0.42058 -0.90554 -2.57323
H -2.63637 -0.81558 -0.64188
H -0.85319 -0.97903 -0.28717
H -1.82132 -2.33981 -0.42245
```

=====

4.
Density functional theory data (ωB97M-V/def2-TZVPD) for the molecule C5H9NO.

Computed properties:
Gap between HOMO and LUMO (eV): 9.7
SMILES string: CC=C=NCOC

XYZ file:
```
16
C5H9NO | the Open Molecules 2025 dataset | ωB97M-V/def2-TZVPD
C 0.05490 -2.11044 2.23440
O -0.96708 -1.45514 1.50530
C -0.53147 -0.47358 0.64243
C 0.60397 1.67623 -1.06323
C -0.00106 1.55430 -2.43952
C -0.08901 1.54775 0.04773
N -0.69905 1.01794 0.98065
H -0.26317 -3.14584 2.39433
H 0.20954 -1.61538 3.19719
H 1.00997 -2.12542 1.68148
H 0.54517 -0.57613 0.47864
H -1.11050 -0.57157 -0.27822
H 1.68367 1.76397 -0.97389
H 0.16114 2.44763 -3.04977
H 0.46896 0.71205 -2.96261
H -1.07597 1.35363 -2.39494
```

=====

5.
Density functional theory data (ωB97M-V/def2-TZVPD) for an isolated ion of composition C7H11O2 and charge +1 at a distorted geometry.

Computed properties:
Gap between HOMO and LUMO (alpha / beta) (eV): 8.0 / 8.0
Net charge: +1

XYZ file:
```
20
C7H11O2 | the Open Molecules 2025 dataset | ωB97M-V/def2-TZVPD
C -0.71329 -1.64331 -0.28695
C -0.33614 -0.97086 0.99074
C -0.43007 -0.91730 -1.56045
C 0.51712 0.26238 -1.36675
C -0.01008 1.22458 -0.30480
C -0.33945 -1.55079 2.28718
C 0.87871 2.45360 -0.10719
O -1.28744 -2.69605 -0.17779
O -0.11653 0.61064 0.94424
H -0.02424 -1.63565 -2.27810
H -1.38999 -0.58955 -1.97758
H 1.49811 -0.09778 -1.04364
H 0.64588 0.79506 -2.30725
H -1.02008 1.57380 -0.58750
H 0.37974 -1.07409 2.95763
H -0.21756 -2.63456 2.22027
H -1.31406 -1.37139 2.77241
H 1.91401 2.14940 0.02690
H 0.56286 3.00908 0.77270
H 0.80251 3.10279 -0.97406
```

=====

6.
Density functional theory data (ωB97M-V/def2-TZVPD) for a 6-piece molecular cluster, C21H56N2O11 overall at a distorted geometry.

Computed properties:
Gap between HOMO and LUMO (eV): 9.0
SMILES string: COCCNCCOC.COCCNCCOC.CC(C)O.OCCO.OCCO.OCCO

XYZ file:
```
90
C21H56N2O11 | the Open Molecules 2025 dataset | ωB97M-V/def2-TZVPD
C -25.06950 22.53759 3.61196
C -24.54403 23.63406 2.70544
O -25.46183 24.72439 2.75458
O -26.01121 21.71214 2.93417
H -25.47687 22.94734 4.54128
H -24.19974 21.93557 3.90458
H -24.50789 23.25922 1.67927
H -23.55557 23.96113 3.03859
H -25.22515 25.40757 2.12401
H -25.98666 20.86161 3.37950
C -20.30269 18.71750 1.00860
C -18.99164 18.66454 1.77537
O -18.56207 20.00010 2.09215
O -21.43520 18.74853 1.88795
H -20.37911 17.77584 0.44830
H -20.26744 19.50508 0.26144
H -18.20463 18.14277 1.22578
H -19.10911 18.13241 2.72150
H -18.15978 20.35653 1.29026
H -21.23934 18.09458 2.56576
C -21.17094 21.29959 3.84477
C -20.11700 22.33940 4.25451
O -19.05418 22.51607 3.31487
O -21.63268 21.51402 2.52035
H -21.97749 21.48652 4.57037
H -20.81945 20.27495 3.96132
H -19.64343 21.94265 5.16270
H -20.51766 23.33459 4.42408
H -18.66358 21.65588 3.08773
H -21.60250 20.62218 2.12045
C -15.08894 23.20513 3.95288
O -15.33951 23.85943 5.17613
C -16.52642 23.38653 5.78746
C -16.76574 24.16098 7.06829
N -15.81355 23.81410 8.10769
C -16.13897 24.53361 9.33920
C -15.08499 24.28647 10.40185
O -15.46938 24.96235 11.57512
C -14.78224 24.48251 12.70761
H -14.86418 22.15161 4.17709
H -14.19256 23.64430 3.51785
H -15.92432 23.26432 3.24834
H -16.37964 22.31952 6.01465
H -17.37366 23.41000 5.09334
H -17.78481 23.95265 7.40109
H -16.77246 25.22014 6.77056
H -14.90169 24.12722 7.78868
H -17.08628 24.20379 9.77135
H -16.22721 25.60709 9.13748
H -14.12942 24.69895 10.04654
H -14.94512 23.20983 10.54052
H -15.00902 25.13982 13.54691
H -13.70060 24.43327 12.57362
H -15.18881 23.50789 12.99960
C -14.75863 25.21184 -3.63616
O -15.81369 25.03532 -2.73437
C -15.58577 23.91526 -1.88251
C -16.43546 24.04853 -0.63555
N -17.78806 23.55076 -0.80153
C -18.62571 23.81233 0.34683
C -19.99183 23.18622 0.10821
O -20.59012 23.56460 -1.11020
C -21.99400 23.40401 -1.16696
H -14.89014 26.13400 -4.20661
H -14.70891 24.38800 -4.35638
H -13.78644 25.35942 -3.14920
H -14.51636 23.82587 -1.66237
H -15.80910 23.00654 -2.45780
H -16.40170 25.11719 -0.37423
H -15.91182 23.53900 0.17842
H -18.20202 24.02291 -1.60151
H -18.80431 24.87854 0.55638
H -18.22957 23.28538 1.21525
H -20.66272 23.37444 0.95491
H -19.89800 22.08896 0.09364
H -22.43498 23.62320 -0.19339
H -22.20947 22.38685 -1.52645
H -22.34614 24.04197 -1.97896
C -16.92814 26.36621 2.74922
C -18.31999 26.97194 2.87082
C -19.26075 26.16840 3.72849
O -18.19087 28.33221 3.31193
H -16.26660 26.76116 1.97080
H -16.97086 25.29926 2.50161
H -16.27953 26.50561 3.61988
H -18.75254 27.07718 1.87167
H -20.19543 26.70707 3.88740
H -18.83179 25.89485 4.69862
H -19.50719 25.21589 3.25005
H -18.05427 28.31714 4.26721
```

=====

7.
Density functional theory data (ωB97M-V/def2-TZVPD) for the molecule CF4 at a distorted geometry.

Computed properties:
Gap between HOMO and LUMO (eV): 15.8
SMILES string: FC(F)(F)F

XYZ file:
```
5
CF4 | the Open Molecules 2025 dataset | ωB97M-V/def2-TZVPD
C -0.00141 -0.04230 0.00323
F 0.90190 0.79174 0.59570
F 0.78582 -0.81471 -0.65198
F -0.82953 -0.65871 0.75298
F -0.85679 0.72399 -0.69992
```

=====

8.
Density functional theory data (ωB97M-V/def2-TZVPD) for C32H27AsCrF12NO3PS as an isolated structure.

Computed properties:
Gap between HOMO and LUMO (alpha / beta) (eV): 7.3 / 7.8
Spin multiplicity: 5

XYZ file:
```
79
C32H27AsCrF12NO3PS | the Open Molecules 2025 dataset | ωB97M-V/def2-TZVPD
Cr 0.47593 1.31037 -0.48005
F 3.59185 2.78253 3.81665
C 3.82582 1.48960 3.54728
F 3.00437 0.75689 4.31206
F 5.08726 1.22239 3.96444
C 3.68745 1.17503 2.08188
C 4.79429 0.76163 1.37987
C 4.69034 0.44749 0.02560
C 3.45693 0.55080 -0.55670
N 2.36911 0.95024 0.10743
C 2.43534 1.30160 1.42078
S 0.96517 1.86787 2.10071
H 5.74639 0.68062 1.88871
H 5.54750 0.12434 -0.54799
H 3.30999 0.31186 -1.60378
C -3.70967 2.34455 -0.60851
C -2.24176 2.62345 -0.83119
O -1.87195 3.76084 -1.12886
O -1.47901 1.58573 -0.67817
H -4.27904 3.26972 -0.63434
H -3.84736 1.84557 0.35359
H -4.07186 1.66960 -1.38695
C 0.22773 5.56506 -2.59704
As 0.76653 4.66249 -0.99790
C -0.38280 5.15529 0.45142
C 2.44815 5.49322 -0.56388
O 1.16271 3.06029 -1.23930
H 0.33923 6.63532 -2.43110
H -0.80103 5.31020 -2.83371
H 0.89006 5.24204 -3.39564
H -0.09090 6.15573 0.77220
H -0.22803 4.44473 1.25815
H -1.41430 5.13607 0.11369
H 2.35848 6.57947 -0.54966
H 3.16854 5.19210 -1.31979
H 2.78266 5.13957 0.41027
F 3.37064 -6.35613 -2.59125
C 2.23481 -6.47111 -1.88595
F 2.51026 -7.18899 -0.78006
F 1.36952 -7.19561 -2.62053
C 1.65468 -5.13404 -1.52875
C 0.47119 -5.10019 -0.79645
C -0.08011 -3.88546 -0.44144
C 0.54406 -2.69337 -0.81578
C 1.72164 -2.74307 -1.54497
C 2.28197 -3.96588 -1.90541
P -0.21980 -1.07714 -0.37732
C -0.56316 -1.29055 1.39980
C 0.45685 -1.81281 2.19142
C 0.34928 -1.79891 3.57391
C -0.78521 -1.26494 4.16217
C -1.79994 -0.73069 3.38462
C -1.68233 -0.72890 2.00682
C -0.94810 -1.25752 5.65346
F 0.14758 -1.71126 6.28287
F -1.20242 -0.02002 6.11504
F -1.98645 -2.03658 6.02816
C -1.80946 -1.30840 -1.26704
C -2.97115 -1.82301 -0.70941
C -4.11564 -1.95845 -1.47886
C -4.09901 -1.58979 -2.81329
C -2.93906 -1.09688 -3.39249
C -1.79943 -0.95828 -2.61611
C -5.37150 -1.69917 -3.60002
F -5.20619 -1.34199 -4.88403
F -5.85366 -2.95787 -3.58609
F -6.33283 -0.90852 -3.07839
H -0.01359 -6.02537 -0.50926
H -0.99857 -3.86230 0.13331
H 2.21383 -1.82075 -1.83679
H 3.20169 -4.00249 -2.47342
H 1.35075 -2.21933 1.73091
H 1.14915 -2.18680 4.19004
H -2.66943 -0.29378 3.86281
H -2.44380 -0.25382 1.39873
H -2.99767 -2.11825 0.33304
H -5.02570 -2.35191 -1.04052
H -2.93166 -0.81286 -4.43655
H -0.89613 -0.55114 -3.05713
```

=====

Table of calculated total energy (a.u.), in record order: -4523.12916 -301.41815 -198.87163 -325.80932 -423.45049 -1770.69568 -437.57659 -6734.46773
Table of energy relative to the best compared isomer or geometry (same formula, charge and spin) (kcal per mole), in record order: 130.2 43.3 11.0 80.5 18.0 0.0 11.6 3.5